Record 1
The following is a quantum chemistry calculation of C22H32N7NbO2S2Si as an isolated structure in a non-equilibrium geometry, from the Open Molecules 2025 dataset.

Each line ends with the natural charge from an NBO analysis.
CARTESIAN COORDINATES (ANGSTROEM)
C (9.24, 11.58, 8.66)  0.082
C (12.03, 12.81, 5.81)  -1.091
C (9.64, 5.73, 12.10)  -0.191
H (7.39, 8.30, 12.15)  0.226
H (7.31, 10.32, 11.87)  0.230
C (8.34, 10.85, 6.06)  -0.171
H (15.16, 11.07, 10.27)  0.395
C (8.35, 7.76, 11.98)  -0.222
O (11.68, 11.97, 12.25)  -0.543
C (10.80, 7.85, 11.94)  -0.213
H (9.71, 14.15, 9.54)  0.238
N (12.77, 11.85, 13.02)  0.622
C (9.16, 10.01, 6.81)  -0.191
H (12.18, 13.00, 4.72)  0.276
Si (13.61, 12.14, 6.61)  1.570
C (13.30, 11.71, 8.41)  -0.145
H (11.21, 12.05, 5.95)  0.243
C (14.14, 10.56, 5.84)  -1.136
C (8.25, 10.50, 11.29)  -0.254
S (10.35, 9.01, 8.97)  0.142
N (9.69, 12.01, 9.97)  -0.502
H (8.08, 10.55, 5.02)  0.255
H (9.60, 4.61, 12.05)  0.251
C (9.35, 10.54, 13.46)  -0.417
H (11.90, 5.96, 12.17)  0.253
H (10.12, 10.04, 14.07)  0.232
C (7.81, 11.96, 6.71)  -0.178
H (8.40, 10.38, 13.96)  0.214
N (9.38, 9.95, 12.13)  -0.494
C (8.20, 12.28, 8.05)  -0.209
H (16.43, 12.07, 10.23)  0.371
H (15.21, 10.58, 5.51)  0.276
C (8.40, 6.36, 11.96)  -0.167
Nb (11.40, 10.58, 10.65)  1.378
H (16.28, 11.60, 14.54)  0.421
H (10.80, 13.54, 10.88)  0.238
H (14.03, 9.86, 6.68)  0.249
H (9.56, 9.08, 6.44)  0.234
H (8.80, 12.49, 11.77)  0.215
H (15.30, 13.99, 5.79)  0.273
H (11.71, 13.71, 6.33)  0.240
H (13.50, 10.26, 4.96)  0.272
N (16.11, 11.21, 10.66)  -0.617
H (15.92, 13.03, 7.11)  0.242
H (14.67, 12.18, 14.70)  0.435
H (11.14, 13.28, 9.13)  0.234
O (12.64, 11.96, 14.24)  -0.300
C (9.50, 8.52, 12.03)  0.123
C (12.86, 11.05, 9.40)  -0.569
C (15.00, 13.45, 6.73)  -1.120
N (13.88, 11.66, 12.31)  -0.398
H (7.76, 13.12, 8.58)  0.224
H (8.22, 9.93, 10.36)  0.244
C (10.84, 6.43, 12.03)  -0.186
H (7.55, 12.43, 10.48)  0.249
C (15.11, 11.58, 12.88)  0.618
H (7.31, 12.71, 6.16)  0.239
H (7.48, 5.80, 12.03)  0.244
H (14.80, 14.33, 7.41)  0.249
N (16.16, 11.40, 12.05)  -0.352
H (17.08, 11.41, 12.38)  0.417
N (15.32, 11.60, 14.21)  -0.736
H (9.59, 11.60, 13.39)  0.215
C (10.36, 13.35, 9.90)  -0.430
C (8.45, 11.96, 10.92)  -0.205
S (12.28, 8.79, 12.11)  0.138
C (9.63, 10.33, 8.11)  -0.230

Output
highest occupied orbital energy (spin up / spin down): -0.4971 / -0.4971 Eh
electronic energy: -2533.43017 hartree
E_LUMO (spin up / spin down): -7.871 / -7.868 eV
total charge: +2
gap between HOMO and LUMO (spin up / spin down): 0.20779 / 0.20795 Eh
max |F|: 0.077 hartree/bohr
relative energy (zero: lowest compared OMol25 entry of this formula, charge and spin): 0.0 kcal per mole

Record 2
The following is a quantum chemistry calculation of an isolated ion of composition C22H32N7OS and charge +1 in a non-equilibrium geometry, from the Open Molecules 2025 dataset.

Each line ends with the natural charge from an NBO analysis.
CARTESIAN COORDINATES (ANGSTROEM)
H (1.35, 6.39, -4.40)  0.225
H (-0.27, -0.55, 1.62)  0.496
H (-2.40, 0.68, 1.22)  0.207
C (1.17, -1.92, -1.14)  -0.416
H (0.76, -0.86, -4.39)  0.203
H (-0.77, -0.09, -1.26)  0.233
H (-0.46, 1.79, 2.16)  0.209
H (-2.91, -2.17, 5.15)  0.240
H (1.73, -2.86, -1.15)  0.242
H (0.43, 2.94, 1.12)  0.274
H (-2.41, 4.39, -4.79)  0.226
C (-1.50, 4.58, -4.24)  -0.198
H (2.01, -2.20, 2.90)  0.218
C (2.50, -1.43, -3.24)  -0.389
H (1.39, 0.01, -2.12)  0.194
S (-2.28, 2.84, -2.16)  0.329
N (-0.73, -3.50, 0.37)  -0.294
H (1.87, -1.46, 0.85)  0.233
H (1.20, 1.11, -0.32)  0.247
H (1.76, 5.28, -2.22)  0.227
H (1.80, -2.03, -5.18)  0.229
H (1.67, 0.77, 1.36)  0.228
C (-2.00, 0.87, 0.22)  -0.219
H (0.75, -2.55, -3.87)  0.202
C (-1.77, -0.83, 3.87)  -0.065
C (-0.54, 5.45, -4.72)  -0.207
N (0.00, 3.53, -1.10)  -0.535
N (0.40, -3.29, 2.20)  -0.180
N (-1.10, -4.42, 1.24)  -0.036
H (-0.71, -2.45, 6.03)  0.231
O (-0.44, -0.96, 3.34)  -0.588
N (-1.24, 2.09, 0.26)  -0.440
H (-2.84, 0.98, -0.47)  0.248
C (-1.11, -0.29, -0.25)  -0.262
H (0.23, -2.13, -1.64)  0.239
C (0.21, -2.79, 0.95)  0.297
C (-0.78, -2.69, 4.97)  -0.446
H (3.17, -0.69, -3.68)  0.216
N (-0.45, -4.31, 2.32)  -0.048
H (-1.76, -0.09, 4.68)  0.186
N (0.07, -0.41, 0.64)  -0.411
C (0.86, 5.09, -2.79)  -0.232
C (0.62, 5.70, -4.00)  -0.196
C (1.99, -0.88, -1.90)  -0.406
H (2.85, -0.58, -1.30)  0.205
H (-2.42, -0.49, 3.07)  0.188
H (1.54, -3.61, 3.88)  0.255
C (-0.10, 1.99, 1.14)  -0.234
C (1.17, -2.77, 3.29)  -0.239
C (-2.12, -2.21, 4.40)  -0.432
H (-2.45, -2.86, 3.59)  0.222
C (0.83, 0.87, 0.68)  -0.247
H (-1.65, -1.24, -0.24)  0.259
H (-0.65, -3.76, 4.83)  0.245
C (-0.09, 4.22, -2.28)  0.189
C (-1.04, 2.81, -0.89)  0.274
H (3.09, -2.33, -3.06)  0.202
C (0.27, -1.89, 4.17)  0.096
C (-1.27, 3.97, -3.02)  -0.245
C (1.38, -1.74, -4.22)  -0.612
C (0.92, -1.62, 0.34)  -0.065
H (-0.70, 5.94, -5.67)  0.226
H (0.92, -1.32, 4.85)  0.202

Output
SMILES: CCCC[C@H](c1nnnn1C[C@@H]1CCCO1)[NH+]1CCN(c2nc3ccccc3s2)CC1
highest occupied orbital energy: -0.3939 Eh
electronic energy: -1714.01515 hartree
E_LUMO: -2.235 eV
total charge: +1
gap between HOMO and LUMO: 0.31181 Eh
max |F|: 0.032 hartree/bohr
relative energy (zero: lowest compared OMol25 entry of this formula, charge and spin): 0.0 kcal per mole

Record 3
The following is a quantum chemistry calculation of C22H33MnN6O3SSi as an isolated structure in a non-equilibrium geometry, from the Open Molecules 2025 dataset.

Each line ends with the natural charge from an NBO analysis.
CARTESIAN COORDINATES (ANGSTROEM)
O (0.27, -1.41, 3.31)  -0.910
H (2.48, 4.08, 3.82)  0.250
C (-3.05, 1.16, 3.17)  -0.043
H (-4.30, 0.89, -1.19)  0.442
N (1.76, -0.43, -1.15)  -0.622
H (3.95, 3.38, 3.15)  0.245
C (2.23, -5.32, 3.88)  -0.206
H (0.66, -6.86, 1.31)  0.229
H (4.42, -2.18, -1.18)  0.437
H (3.38, -0.33, 0.16)  0.241
C (1.79, -6.36, 3.06)  0.053
C (-2.73, 0.33, -2.51)  -0.039
H (2.23, -3.20, 4.25)  0.245
N (4.19, -1.72, -2.07)  -0.494
C (2.85, -2.21, -2.53)  -0.236
N (-1.21, 0.25, -0.86)  -0.531
H (3.43, 4.35, -0.94)  0.238
H (2.82, -5.54, 4.76)  0.235
C (-2.38, 0.58, -0.35)  0.323
H (0.83, 5.70, 0.22)  0.246
H (-3.27, 0.31, -3.43)  0.253
C (1.81, -1.86, -1.48)  -0.264
H (-3.69, 1.39, 3.99)  0.254
C (1.02, -6.06, 1.94)  -0.230
H (4.58, 3.61, 0.19)  0.232
C (3.26, 4.21, 3.07)  -1.109
H (2.02, -2.41, -0.56)  0.234
N (-1.37, 0.69, 1.79)  -0.505
H (4.92, -1.97, -2.73)  0.447
C (1.30, 5.69, 1.21)  -1.110
C (-1.71, 0.90, 3.10)  -0.037
H (1.78, 6.66, 1.36)  0.256
C (1.91, -4.00, 3.60)  -0.140
C (2.12, -7.79, 3.39)  -0.643
H (0.07, -4.52, 0.77)  0.227
O (1.92, -1.35, 1.55)  -0.989
Mn (0.29, -0.09, 0.82)  1.480
H (0.83, -2.19, -1.83)  0.247
C (1.63, 2.71, 1.08)  -0.376
C (-1.42, 0.08, -2.21)  -0.074
S (0.75, -2.09, 2.13)  2.337
H (1.21, -8.35, 3.61)  0.243
N (-3.33, 0.64, -1.31)  -0.471
H (2.66, -1.73, -3.49)  0.224
H (-0.99, 0.86, 3.90)  0.261
H (0.51, 5.59, 1.95)  0.249
H (-0.64, -0.18, -2.90)  0.211
H (2.78, -7.86, 4.26)  0.231
C (1.03, 1.67, 0.86)  -0.432
C (3.09, 0.09, -0.81)  -0.273
H (3.80, 5.13, 3.31)  0.255
O (-0.26, -2.02, 1.01)  -0.986
Si (2.53, 4.32, 1.37)  1.596
C (0.69, -4.75, 1.63)  -0.113
C (-2.47, 0.80, 1.08)  0.329
C (1.14, -3.74, 2.47)  -0.422
H (5.14, 0.10, -1.54)  0.251
H (4.40, 5.35, 0.13)  0.259
H (1.37, 0.09, -1.93)  0.386
H (3.92, 0.21, -2.82)  0.224
H (3.04, 1.17, -0.68)  0.276
H (2.61, -8.27, 2.55)  0.235
C (4.15, -0.23, -1.85)  -0.236
H (2.92, -3.29, -2.69)  0.248
H (-4.47, 1.23, 1.59)  0.441
C (3.85, 4.41, 0.06)  -1.109
N (-3.51, 1.09, 1.87)  -0.467

Output
⟨S²⟩: 6.0887
highest occupied orbital energy (spin up / spin down): -0.5116 / -0.5124 Eh
electronic energy: -3250.59239 hartree
E_LUMO (spin up / spin down): -6.331 / -5.428 eV
total charge: +2
gap between HOMO and LUMO (spin up / spin down): 0.27899 / 0.31296 Eh
max |F|: 0.035 hartree/bohr
relative energy (zero: lowest compared OMol25 entry of this formula, charge and spin): 14.9 kcal per mole
multiplicity: 5